1.
2 unconnected molecules or ions with the total composition C7H14, computed with wB97M-V/def2-TZVPD.

The geometry in XYZ format:
```
21
Properties=species:S:1:pos:R:3:forces:R:3:nbo_charge:R:1
C 0.622 -1.842 0.615 -0.146 -0.014 -0.104 -0.408
C -0.324 -1.418 -0.216 0.096 -0.163 0.170 -0.160
C -1.053 -0.111 -0.110 0.033 -0.011 0.033 -0.273
C -0.954 0.705 -1.396 0.046 0.029 -0.105 -0.597
C -2.521 -0.416 0.198 -0.116 0.018 0.036 -0.593
H 0.994 -2.860 0.552 0.165 0.155 -0.061 0.199
H 1.043 -1.193 1.381 -0.205 -0.169 -0.027 0.197
H -0.673 -2.085 -1.007 -0.015 0.038 0.115 0.191
H -0.620 0.458 0.725 -0.041 -0.058 -0.155 0.205
H -1.420 0.158 -2.225 0.062 0.083 0.083 0.203
H -1.476 1.664 -1.292 0.102 -0.139 -0.036 0.209
H 0.088 0.897 -1.665 -0.172 -0.016 -0.022 0.207
H -3.094 0.510 0.314 0.032 -0.117 0.007 0.208
H -2.963 -0.985 -0.631 0.029 0.085 0.147 0.200
H -2.620 -1.015 1.109 -0.013 0.121 -0.110 0.214
C 2.787 0.660 0.063 0.016 0.039 -0.017 -0.389
C 2.232 1.865 0.040 0.037 0.025 -0.006 -0.395
H 3.606 0.425 0.739 -0.120 0.067 -0.101 0.194
H 2.442 -0.150 -0.577 0.050 0.214 0.081 0.204
H 1.412 2.110 -0.632 0.178 -0.051 0.137 0.191
H 2.576 2.666 0.690 -0.019 -0.134 -0.065 0.193
```
Positions in Å, forces in eV/Å.

For the highest occupied orbital energy, the calculation gives -9.6 eV. Its relative energy (zero: lowest compared OMol25 entry of this formula, charge and spin) is 40.3 kcal per mole. As for the frontier orbital gap: 0.39488 Eh. Its SMILES is C=CC(C)C.C=C. Its total energy is -275.05198 a.u. As for the spin multiplicity: 1. As for the LUMO energy: 1.1856 eV.

=====

2.
2 unconnected molecules or ions with the total composition H4O2 at a distorted geometry, computed with wB97M-V/def2-TZVPD.

The geometry in XYZ format:
```
6
Properties=species:S:1:pos:R:3:forces:R:3:nbo_charge:R:1
O -4.336 0.108 1.608 1.208 -0.275 -0.114 -0.939
H -3.587 0.451 2.145 -0.788 -0.396 -0.602 0.470
H -3.918 -0.506 0.963 -0.420 0.671 0.717 0.470
O -0.096 2.723 -5.752 0.750 -0.302 0.944 -0.939
H 0.883 2.627 -5.769 -1.061 0.096 0.056 0.470
H -0.348 2.529 -4.821 0.312 0.207 -1.001 0.470
```
Positions in Å, forces in eV/Å.

For the highest occupied orbital energy, the calculation gives -11.6 eV. Its relative energy (zero: lowest compared OMol25 entry of this formula, charge and spin) is 6.0 kcal per mole. As for the frontier orbital gap: 0.46260 Eh. Its SMILES is O.O. Its total energy is -152.86532 a.u. As for the spin multiplicity: 1. As for the LUMO energy: 0.9765 eV.

=====

3.
9 unconnected molecules or ions with the total composition C36H61N7O4 at a distorted geometry, computed with wB97M-V/def2-TZVPD.

The geometry in XYZ format:
```
108
Properties=species:S:1:pos:R:3:forces:R:3:mulliken_charge:R:1
O 19.288 34.468 5.670 0.227 0.008 0.182 -0.615
C 18.320 34.285 4.997 -0.230 0.065 0.065 0.392
C 17.118 35.190 4.803 -0.209 -0.822 -0.087 -0.402
C 16.088 34.272 4.146 -0.423 0.434 -0.929 -0.706
C 16.937 33.150 3.516 -0.311 0.417 1.037 -0.437
O 18.173 33.162 4.257 0.090 -0.197 -0.254 -0.063
H 16.768 35.589 5.748 0.253 0.289 0.029 0.291
H 17.442 35.968 4.113 -0.111 0.246 0.182 0.294
H 15.312 33.872 4.797 0.392 -0.048 0.453 0.290
H 15.513 34.814 3.390 0.189 -0.105 -0.080 0.347
H 16.464 32.194 3.722 0.136 -0.203 -0.465 0.337
H 17.147 33.323 2.464 0.035 -0.184 -0.078 0.339
O 23.719 31.077 1.943 0.307 -0.038 -0.196 -0.573
C 22.619 31.003 2.388 -0.371 0.038 0.202 0.395
C 21.293 31.155 1.658 -0.145 -0.215 0.784 -0.542
C 20.261 30.649 2.678 -0.144 0.674 -0.511 0.243
C 20.984 30.788 4.010 0.092 -0.619 0.535 0.185
O 22.386 30.803 3.711 -0.016 -0.104 -0.023 -0.392
H 21.164 32.224 1.488 0.021 -0.027 -0.342 0.244
H 21.287 30.579 0.741 0.121 0.246 -0.221 0.361
H 19.357 31.256 2.649 -0.053 -0.123 0.089 -0.102
H 19.991 29.619 2.450 0.047 -0.072 0.203 0.097
H 20.756 31.662 4.623 -0.137 0.255 -0.443 0.034
H 20.775 29.923 4.648 0.245 0.004 -0.049 0.024
C 18.495 26.389 3.493 0.178 -0.884 0.430 -1.120
C 17.214 27.129 3.117 0.868 0.360 0.048 0.147
C 16.039 26.185 2.852 0.154 -0.302 0.167 -0.606
C 15.919 25.219 3.955 0.088 0.040 0.068 0.204
N 15.920 24.492 4.845 -0.162 0.084 -0.157 -0.409
H 18.376 25.821 4.424 -0.127 0.204 0.008 0.178
H 19.364 27.028 3.649 -0.159 0.258 -0.174 0.306
H 18.782 25.618 2.769 -0.093 0.260 -0.203 0.352
H 17.450 27.721 2.229 -0.423 -0.044 -0.100 0.319
H 16.983 27.836 3.914 -0.243 -0.057 -0.019 -0.087
H 16.226 25.612 1.941 -0.106 0.018 -0.009 0.411
H 15.085 26.701 2.750 0.049 0.120 -0.066 0.324
C 16.800 24.038 8.117 -1.168 0.497 0.024 -1.465
C 17.360 25.439 7.851 1.427 -1.152 -0.013 0.239
C 17.729 26.227 9.112 -0.106 -0.507 0.390 1.547
C 18.718 25.531 9.953 0.438 -0.261 -0.176 -0.008
N 19.535 25.027 10.589 -0.324 0.143 -0.113 -0.593
H 15.735 24.102 8.382 0.133 0.024 0.046 0.229
H 17.276 23.517 8.946 0.348 0.004 -0.136 0.447
H 16.827 23.456 7.199 0.184 -0.124 0.096 0.397
H 16.752 25.983 7.134 -0.148 0.249 0.277 -0.210
H 18.325 25.252 7.353 -0.179 0.272 -0.165 0.368
H 16.875 26.342 9.787 -0.159 0.552 -0.378 0.068
H 18.223 27.161 8.842 -0.474 0.239 0.159 -1.022
C 23.452 35.935 8.278 0.851 -0.560 0.355 -1.336
C 22.229 35.055 8.284 -1.131 0.470 -1.043 -0.302
C 22.420 33.641 8.780 0.904 -0.098 0.850 0.422
C 23.471 32.921 8.051 -0.581 0.073 -0.166 0.206
N 24.294 32.372 7.473 0.273 -0.184 -0.127 -0.512
H 23.960 35.902 9.250 -0.267 0.320 0.067 0.303
H 23.201 36.956 8.013 0.067 0.114 0.009 0.372
H 24.218 35.551 7.598 -0.222 0.125 -0.231 0.357
H 21.810 34.999 7.269 0.221 -0.041 0.011 0.133
H 21.408 35.537 8.824 0.187 -0.169 0.379 0.401
H 21.488 33.084 8.778 -0.010 -0.128 -0.110 -0.316
H 22.807 33.655 9.810 -0.355 0.044 0.014 0.308
C 18.885 31.671 8.079 0.412 -0.305 -0.295 -0.851
C 18.238 30.861 6.945 -0.096 0.357 1.252 0.151
C 17.748 29.506 7.497 0.529 -0.060 -0.339 1.717
C 16.644 28.988 6.700 -0.095 -0.082 -0.070 -0.495
N 15.791 28.636 6.015 0.003 -0.073 0.027 -0.553
H 18.291 31.626 8.991 -0.043 0.131 0.021 0.356
H 19.058 32.709 7.794 -0.131 0.018 -0.053 0.372
H 19.875 31.238 8.269 -0.128 0.110 0.123 -0.165
H 19.014 30.711 6.200 -0.425 0.029 -0.531 -0.378
H 17.364 31.403 6.588 0.183 0.054 -0.430 0.404
H 17.447 29.594 8.539 -0.204 0.051 -0.028 -0.624
H 18.571 28.787 7.448 -0.075 -0.056 0.062 -0.071
C 17.877 29.766 13.310 0.323 -0.116 0.002 -1.143
C 16.626 28.962 12.973 0.597 0.335 -0.148 -0.891
C 16.414 28.763 11.459 -0.540 -0.900 1.107 0.765
C 16.077 29.978 10.747 0.229 -0.390 0.072 0.358
N 15.782 30.932 10.190 -0.024 0.550 -0.332 -0.590
H 17.901 29.963 14.382 0.136 0.060 -0.032 0.400
H 17.985 30.718 12.786 -0.369 0.045 -0.007 0.314
H 18.774 29.192 13.056 -0.042 -0.019 0.115 0.210
H 15.752 29.413 13.440 -0.122 -0.035 -0.147 0.411
H 16.773 27.972 13.407 -0.262 -0.054 0.006 0.407
H 15.576 28.066 11.359 -0.034 0.175 -0.343 0.312
H 17.276 28.231 11.057 0.151 0.378 -0.283 -0.477
C 22.285 27.456 9.721 0.401 -0.094 0.210 -1.376
C 21.628 28.753 9.291 0.212 0.246 -0.897 -0.159
C 20.807 29.468 10.354 -0.646 0.236 -0.063 1.450
C 21.574 29.802 11.553 -0.020 -0.045 -0.182 -0.058
N 22.195 30.054 12.483 0.053 0.059 0.141 -0.529
H 22.768 26.986 8.864 -0.180 -0.123 -0.005 0.395
H 21.569 26.768 10.172 -0.069 -0.069 -0.196 0.282
H 23.081 27.587 10.459 -0.132 0.298 0.012 0.361
H 21.022 28.568 8.392 -0.451 -0.158 0.390 0.044
H 22.339 29.467 8.858 0.318 -0.110 0.486 0.440
H 19.916 28.911 10.669 0.249 -0.287 0.016 -0.519
H 20.382 30.388 9.937 0.276 -0.019 0.219 -0.321
C 12.214 25.683 5.140 0.047 0.373 -0.447 -1.108
C 12.585 26.667 6.237 -0.289 -0.472 1.014 -0.516
C 13.809 26.162 7.062 -0.849 0.484 -1.213 0.765
C 13.922 26.891 8.314 0.442 -0.533 -0.466 0.047
N 14.052 27.431 9.314 0.053 0.374 0.603 -0.466
H 12.987 25.580 4.374 0.163 -0.106 0.201 0.147
H 11.326 26.013 4.598 -0.079 -0.034 0.186 0.386
H 12.013 24.706 5.579 0.008 -0.083 -0.116 0.323
H 11.747 26.701 6.942 -0.028 0.133 -0.140 0.377
H 12.740 27.692 5.905 0.182 -0.057 -0.201 0.337
H 14.679 26.315 6.426 0.264 -0.085 0.364 -0.749
H 13.678 25.094 7.231 0.163 -0.008 0.242 0.413
```
Positions in Å, forces in eV/Å.

For the highest occupied orbital energy, the calculation gives -10.2 eV. As for the frontier orbital gap: 0.38045 Eh. Its SMILES is O=C1CCCO1.O=C1CCCO1.CCCC#N.CCCC#N.CCCC#N.CCCC#N.CCCC#N.CCCC#N.CCCC#N. Its total energy is -2092.54868 a.u. As for the spin multiplicity: 1. As for the LUMO energy: 0.1290 eV.

=====

Which of these has the lowest highest occupied orbital energy?
H4O2